This record from the Open Molecules 2025 dataset describes a molecular structure, C5H18NO2 at a distorted geometry. The level of theory is wB97M-V/def2-TZVPD.

For the energy above the lowest of the compared OMol25 structures with the same formula, charge and spin, the calculation gives 8.041 eV. Its expectation value of S² is 1.166. Its highest occupied orbital energy (spin up / spin down) is -16.740 / -18.815 eV. The value obtained for the LUMO energy (spin up / spin down) is -14.1253 / -14.1535 eV. The calculation puts the total energy at -11034.165 eV.

```
! RIJCOSX wB97M-V def2-TZVPD def2/J DEFGRID3
* xyz 2 2
C 1.44475 2.45484 -0.99625
C 1.26426 0.92763 -0.55784
C 1.12164 0.99870 1.02163
C 1.16005 -0.46897 1.65524
C 2.10742 -1.63296 1.30925
N -0.06068 0.61581 -0.98010
H 0.86919 3.20413 -0.48783
H 1.21429 2.45731 -2.06145
H 2.50782 2.60813 -0.83857
H 2.06472 0.24679 -0.87199
H 1.86818 1.62173 1.55348
H 0.09550 1.42985 1.08427
H 1.21375 -0.34057 2.73824
H 0.15502 -0.85794 1.45134
H 2.29434 -1.78189 0.26483
H 3.07398 -1.66174 1.79725
H 1.52431 -2.49135 1.64522
H -0.48847 -2.56310 -2.09510
H -0.23838 -2.01982 -1.55666
H -0.13742 0.38348 -1.96073
H -1.25653 -0.22679 -0.18416
H -2.57264 -1.11575 -0.41462
O -1.95634 -0.74955 0.29231
H -5.69895 0.01180 0.10138
H -6.17792 -0.72846 -1.16297
O -5.39189 -0.32131 -0.74617
*
```

Results of the Löwdin charge analysis, in e, for atoms 1 through 5: 0.094 -0.303 -0.028 -0.084 0.003

=====

This record from the Open Molecules 2025 dataset describes a molecular structure, C8H15AgCl6NiO4 at a distorted geometry. The level of theory is wB97M-V/def2-TZVPD.

For the energy above the lowest of the compared OMol25 structures with the same formula, charge and spin, the calculation gives 0.000 eV. Its expectation value of S² is 3.770. Its highest occupied orbital energy (spin up / spin down) is -12.814 / -12.812 eV. The value obtained for the LUMO energy (spin up / spin down) is -5.6314 / -8.0200 eV. The calculation puts the total energy at -136894.752 eV.

```
! RIJCOSX wB97M-V def2-TZVPD def2/J DEFGRID3
* xyz 1 4
Ag -24.47692 -7.44282 16.70681
Ni -25.17031 -6.00028 19.53781
C -24.30017 -4.13985 17.20536
O -24.44188 -5.41906 17.81143
H -23.37704 -3.63558 17.50497
H -24.22583 -4.28403 16.12660
H -25.13417 -3.48886 17.47416
C -26.07199 -8.25723 18.72777
O -26.17878 -8.68171 17.52160
O -26.76342 -7.25108 19.17555
O -24.79484 -7.96210 18.93716
Cl -27.90649 -11.65324 17.33817
C -28.97514 -10.34983 16.75904
C -30.19675 -10.81848 15.99957
Cl -29.80266 -11.93764 14.69325
H -28.37189 -9.69288 16.13490
H -29.29063 -9.78797 17.63785
H -30.67339 -9.92711 15.59183
H -30.90868 -11.29889 16.66656
Cl -20.65296 -9.77328 20.48628
C -21.57821 -8.51238 21.32185
C -22.96770 -8.97014 21.70513
Cl -22.91157 -10.33413 22.81639
H -21.61591 -7.65372 20.65153
H -21.03716 -8.21856 22.21868
H -23.53434 -9.19768 20.80215
H -23.48919 -8.13549 22.18141
Cl -30.05293 -4.53287 17.14821
C -28.88250 -5.78040 16.63965
C -27.91606 -5.13820 15.67169
Cl -26.70659 -6.34466 15.11821
H -29.49803 -6.50568 16.11148
H -28.41127 -6.24845 17.49865
H -27.34794 -4.33086 16.12441
H -28.43770 -4.77710 14.79141
*
```

Results of the Löwdin charge analysis, in e, for atoms 1 through 5: 0.892 1.038 -0.191 -0.456 0.083

=====

This record from the Open Molecules 2025 dataset describes a molecular structure, C34H36CeF4N12O3PS. The level of theory is wB97M-V/def2-TZVPD.

For the energy above the lowest of the compared OMol25 structures with the same formula, charge and spin, the calculation gives 0.000 eV. Its expectation value of S² is 0.751. Its highest occupied orbital energy (spin up / spin down) is -6.914 / -6.918 eV. The value obtained for the LUMO energy (spin up / spin down) is -0.0299 / -0.0299 eV. The calculation puts the total energy at -103793.046 eV.

```
! RIJCOSX wB97M-V def2-TZVPD def2/J DEFGRID3
* xyz 0 2
Ce 0.19587 0.27870 -0.00609
C 3.27632 -5.15603 0.65829
N 2.86552 -3.90815 0.03885
C 2.99373 -3.60022 -1.28671
C 2.49766 -2.33884 -1.43848
N 2.06723 -1.86775 -0.23043
C 2.30036 -2.82906 0.64410
P 1.98227 -2.77747 2.42815
C 0.17776 -2.58926 2.43660
N -0.52219 -1.72797 1.72372
C -1.82381 -1.87112 2.12671
C -1.90061 -2.83069 3.09205
N -0.62383 -3.28681 3.28299
C -0.23089 -4.32630 4.21958
C 2.45479 -1.06192 2.76989
N 2.07819 0.01121 2.09688
C 2.70607 1.06948 2.69367
C 3.45260 0.62885 3.74576
N 3.29345 -0.72821 3.78600
C 3.87517 -1.61392 4.77936
H 3.49431 -5.87054 -0.13102
H 2.47451 -5.55507 1.27610
H 4.16662 -5.01395 1.26973
H 3.40890 -4.29730 -1.99209
H 2.41195 -1.75650 -2.33684
H -2.60822 -1.26354 1.71515
H -2.73503 -3.23281 3.63787
H -1.11916 -4.64588 4.75814
H 0.49809 -3.94672 4.93288
H 0.18904 -5.18094 3.69228
H 2.56747 2.07447 2.33928
H 4.04455 1.15370 4.47312
H 4.54421 -1.02680 5.40298
H 4.44200 -2.41000 4.30043
H 3.10009 -2.04873 5.40862
C -0.96104 2.86107 -2.56774
N -1.42337 2.39957 -1.25927
C -1.42838 3.52723 -0.32773
C -2.79598 1.88336 -1.40687
C -3.13192 0.83530 -0.36544
N -2.21699 -0.28228 -0.55566
C -2.66742 -1.53729 -0.73735
C -1.71368 -2.50723 -1.12427
F -0.44316 -2.05476 -1.31995
C -1.96419 -3.84442 -1.27230
F -0.94447 -4.65690 -1.62090
C -3.23047 -4.36976 -1.06627
C -4.19437 -3.45754 -0.69001
F -5.44637 -3.88918 -0.44143
C -3.94373 -2.10782 -0.52045
F -4.96898 -1.35270 -0.05077
H -1.65847 3.60074 -2.98918
H -0.87722 2.01582 -3.24823
H 0.01938 3.32516 -2.48011
H -2.02374 4.36244 -0.72579
H -0.41607 3.87487 -0.13893
H -1.84415 3.22129 0.63057
H -2.87502 1.40999 -2.38791
H -3.50857 2.72186 -1.38176
H -4.18258 0.57085 -0.47438
H -3.01316 1.26010 0.64040
H -3.45194 -5.41618 -1.19766
N -0.66983 0.44707 4.07392
C -0.47189 1.45054 3.16656
O -0.82468 1.24977 1.96543
C 0.15148 2.63222 3.62684
C 0.39036 3.73715 2.78072
N 0.59147 4.66472 2.12388
C 0.63861 2.66773 4.95517
N 1.06132 2.61575 6.02925
H -0.63379 0.67195 5.05517
H -1.30213 -0.28273 3.78780
C 3.00945 4.41201 -0.10965
S 2.31057 3.01487 -0.96771
O 1.67379 2.20118 0.14904
C 3.81645 2.17392 -1.40612
C 4.20668 1.04338 -0.70855
C 5.35906 0.38329 -1.10916
C 6.10323 0.85692 -2.18020
C 5.69171 1.98659 -2.87299
C 4.53273 2.64595 -2.49481
H 3.73980 4.06338 0.61835
H 2.18062 4.92047 0.38311
H 3.47804 5.05458 -0.85349
H 3.60710 0.67366 0.11290
H 5.66788 -0.51311 -0.58688
H 6.99867 0.33388 -2.48880
H 6.25785 2.34008 -3.72337
H 4.17815 3.49671 -3.06332
O 2.45345 0.53830 -4.15064
C 1.81786 0.51432 -3.14866
N 1.18475 0.49829 -2.14043
*
```

Results of the Löwdin charge analysis, in e, for atoms 1 through 5: 1.129 -0.032 -0.124 -0.036 -0.102

=====

This record from the Open Molecules 2025 dataset describes C5H8N2O3 in the gas phase at a distorted geometry. The level of theory is wB97M-V/def2-TZVPD.

For the energy above the lowest of the compared OMol25 structures with the same formula, charge and spin, the calculation gives 2.182 eV. Its highest occupied orbital energy is -10.081 eV. The value obtained for the LUMO energy is 0.4836 eV. The calculation puts the total energy at -14435.562 eV. The SMILES is OC[C@@H](O)Cc1ncno1.

```
! RIJCOSX wB97M-V def2-TZVPD def2/J DEFGRID3
* xyz 0 1
O 0.94284 -2.53684 -1.35603
C -0.48328 -2.24763 -1.06977
C -0.62669 -0.85729 -0.49372
O 0.69677 -0.41382 -0.30331
C -1.33809 0.09612 -1.44724
C -1.13386 1.51804 -1.06801
N -0.38846 2.42469 -1.62722
C -0.62227 3.52486 -0.84782
N -1.43854 3.31071 0.14164
O -1.78483 1.98527 -0.00601
H 0.99429 -3.21554 -2.03324
H -0.87997 -2.98832 -0.35706
H -1.05830 -2.32210 -2.00684
H -1.16414 -0.91004 0.46888
H 1.37116 -1.05053 -0.71686
H -0.97063 -0.03920 -2.47175
H -2.41602 -0.12052 -1.43445
H -0.18882 4.50557 -1.02830
*
```

Results of the Löwdin charge analysis, in e, for atoms 1 through 5: -0.083 -0.142 -0.377 -0.046 -0.055

=====

This record from the Open Molecules 2025 dataset describes C3H8N3P in the gas phase at a distorted geometry. The level of theory is wB97M-V/def2-TZVPD.

For the energy above the lowest of the compared OMol25 structures with the same formula, charge and spin, the calculation gives 0.691 eV. Its highest occupied orbital energy (spin up / spin down) is -8.217 / -8.218 eV. The value obtained for the LUMO energy (spin up / spin down) is 0.1426 / 0.1428 eV. The calculation puts the total energy at -16997.393 eV. The SMILES is C[C@@H]1N=PNN1C.

```
! RIJCOSX wB97M-V def2-TZVPD def2/J DEFGRID3
* xyz 0 1
C 1.29810 -0.18982 -1.43725
C 0.80006 0.01264 0.01872
N 0.88094 -1.31974 0.70799
P -0.43908 -2.10499 0.68490
N -1.19565 -0.69357 -0.39864
N -0.55381 0.40935 -0.06659
C -1.04371 1.01922 1.19066
H 0.51938 -0.63578 -1.90234
H 2.32658 -0.71403 -1.46868
H 1.51025 0.75439 -1.95827
H 1.53103 0.66581 0.49161
H -2.16046 -0.49777 -0.34210
H -2.07942 1.32668 0.98548
H -1.04312 0.11861 1.94847
H -0.35111 1.84901 1.54605
*
```

Results of the Löwdin charge analysis, in e, for atoms 1 through 5: -0.067 -0.506 -0.317 0.889 -0.210

=====

This record from the Open Molecules 2025 dataset describes 4 unconnected molecules or ions with the total composition C31H68N3O11 at a distorted geometry. The level of theory is wB97M-V/def2-TZVPD.

Its highest occupied orbital energy is -10.518 eV. The value obtained for the LUMO energy is -3.5720 eV. The calculation puts the total energy at -60219.275 eV.

```
! RIJCOSX wB97M-V def2-TZVPD def2/J DEFGRID3
* xyz 1 1
C 2.54841 0.46935 -0.54684
C 2.80998 -0.11887 -2.05764
C 1.45341 0.10448 -2.95336
C 1.04853 -1.22807 -3.87479
N 1.08898 -2.47887 -3.02779
C -0.27864 -2.95642 -2.59999
N -0.40149 -4.48409 -2.43457
C -1.85787 -4.75492 -2.01621
C -2.60885 -3.27209 -1.96018
O -4.03379 -3.21745 -1.63217
C -4.42276 -1.99211 -0.92456
C -5.39504 -1.14998 -1.99389
C -5.02247 -1.46583 -3.56402
C -5.48254 0.45439 -1.67417
C -4.54601 1.40019 -2.65629
C -5.21082 0.87042 -0.11141
N -1.57600 -2.23316 -2.32074
O -1.78208 -0.90819 -2.38370
H 3.55365 0.42219 0.09358
H 1.73918 -0.17745 0.03157
H 2.12772 1.56829 -0.56709
H 3.72134 0.45163 -2.54843
H 3.14719 -1.23617 -1.93897
H 1.67363 1.03058 -3.66664
H 0.58270 0.42577 -2.21931
H -0.03314 -0.99987 -4.31638
H 1.77729 -1.21963 -4.79007
H 1.48134 -3.24046 -3.64316
H 0.34974 -5.20898 -2.59320
H -2.36020 -5.79204 -1.78116
H -3.53978 -1.34828 -0.50679
H -5.14046 -2.24773 -0.00658
H -6.48280 -1.60404 -1.81824
H -3.90649 -1.26868 -3.85433
H -5.32344 -2.53717 -3.92757
H -5.66712 -0.70031 -4.21379
H -6.60780 0.77712 -1.90936
H -4.60286 2.49359 -2.18102
H -4.92754 1.46897 -3.76069
H -3.41168 1.11308 -2.66145
H -5.54893 1.99007 0.06482
H -4.05736 0.83322 0.07824
H -5.74157 0.10667 0.60566
H -1.39561 -0.52359 -1.51873
C 4.41496 -1.87865 5.98923
O 5.31742 -1.19952 5.12319
C 5.07110 -1.46468 3.74423
C 5.37942 -0.22839 2.89360
O 4.39738 0.81209 2.99528
C 4.32870 1.50371 4.24970
C 5.53255 2.40890 4.53252
O 6.68073 1.63226 4.87346
C 7.88480 2.17711 4.36025
H 4.63150 -2.94896 5.99087
H 4.55080 -1.48129 6.99585
H 3.37869 -1.69676 5.68743
H 4.03259 -1.77029 3.57611
H 5.73346 -2.28673 3.44666
H 5.36894 -0.53536 1.84102
H 6.37927 0.15845 3.08900
H 4.13827 0.81013 5.06912
H 3.44123 2.14335 4.18004
H 5.31029 3.05091 5.39268
H 5.72390 3.04160 3.65995
H 7.79960 2.37900 3.28841
H 8.68172 1.44431 4.50519
H 8.14332 3.09462 4.89952
C -0.24244 -7.61751 4.73860
O 0.60083 -6.54038 4.34570
C 1.98789 -6.84964 4.45944
C 2.78751 -6.15844 3.35045
O 2.63416 -6.75877 2.05682
C 1.35097 -6.61156 1.43362
C 1.03915 -5.18398 0.97169
O 0.74036 -4.34495 2.08726
C 1.23914 -3.02687 1.93262
H -0.19691 -7.75299 5.82120
H -1.26397 -7.36856 4.44856
H 0.04340 -8.54004 4.22357
H 2.16089 -7.93033 4.41110
H 2.32521 -6.48158 5.43607
H 3.85208 -6.25950 3.59282
H 2.58351 -5.08871 3.31073
H 0.56036 -7.01803 2.06486
H 1.38656 -7.24877 0.54238
H 0.15080 -5.19568 0.32972
H 1.88547 -4.79569 0.39613
H 2.30075 -3.03663 1.66848
H 1.13162 -2.50563 2.88647
H 0.66335 -2.49310 1.16907
C -1.00601 9.30712 -3.57016
O -2.27648 8.81863 -3.15423
C -3.31617 9.10859 -4.08561
C -4.34916 7.97752 -4.11051
O -3.90503 6.79371 -4.78779
C -2.86973 6.04013 -4.14213
C -3.32161 5.31991 -2.86710
O -3.49587 6.24778 -1.79639
C -4.59288 5.92154 -0.95964
H -0.98306 10.39672 -3.50159
H -0.24981 8.88754 -2.90553
H -0.78185 8.98156 -4.59085
H -2.91736 9.25729 -5.09507
H -3.79929 10.03676 -3.75677
H -5.21712 8.32955 -4.68058
H -4.71516 7.74136 -3.11161
H -1.98594 6.65548 -3.97175
H -2.57219 5.27477 -4.86827
H -2.54603 4.61049 -2.55623
H -4.24453 4.76734 -3.07003
H -5.50153 5.76081 -1.54733
H -4.77001 6.76115 -0.28380
H -4.36245 5.03027 -0.36634
*
```

Results of the Löwdin charge analysis, in e, for atoms 1 through 5: -0.143 -0.261 -0.189 -0.197 0.018